Record 1
{
  "formula": "C27H57BCl36NO4S",
  "method": "ωB97M-V with the def2-TZVPD basis set",
  "multiplicity": 1,
  "homo_ha": -0.21007,
  "total_charge": -1,
  "orbital_gap_ev": 7.272,
  "species": ["C", "C", "C", "C", "C", "C", "C", "B", "C", "O", "N", "O", "S", "C", "O", "O", "H", "H", "H", "H", "H", "H", "H", "H", "H", "H", "H", "H", "H", "H", "H", "H", "H", "H", "H", "H", "H", "C", "Cl", "Cl", "H", "H", "C", "Cl", "Cl", "H", "H", "C", "Cl", "Cl", "H", "H", "C", "Cl", "Cl", "H", "H", "C", "Cl", "Cl", "H", "H", "C", "Cl", "Cl", "H", "H", "C", "Cl", "Cl", "H", "H", "C", "Cl", "Cl", "H", "H", "C", "Cl", "Cl", "H", "H", "C", "Cl", "Cl", "H", "H", "C", "Cl", "Cl", "H", "H", "C", "Cl", "Cl", "H", "H", "C", "Cl", "Cl", "H", "H", "C", "Cl", "Cl", "H", "H", "C", "Cl", "Cl", "H", "H", "C", "Cl", "Cl", "H", "H", "C", "Cl", "Cl", "H", "H", "C", "Cl", "Cl", "H", "H"],
  "coordinates": [[-3.14582, 2.70711, 0.53621], [-3.24453, 1.28854, 1.20417], [-3.39723, 1.32387, 2.74558], [-2.19038, 1.91490, 3.52252], [-0.83575, 1.12463, 3.42930], [-0.95465, -0.43001, 3.33767], [-0.30872, -0.89788, 1.98485], [1.31589, -1.16470, 2.18670], [1.70673, -2.74627, 2.30783], [3.11565, -3.02413, 2.60869], [3.47980, -2.50734, 3.80548], [4.53584, -1.97548, 3.72936], [2.17990, -0.35263, 0.68270], [1.30637, -0.73465, -0.87319], [3.60999, -0.79296, 0.53288], [2.16383, 1.13690, 0.94019], [-2.50916, 2.59320, -0.35924], [-2.80068, 3.49644, 1.21525], [-4.14891, 2.98975, 0.15396], [-4.18073, 0.83845, 0.81497], [-2.43301, 0.63925, 0.84382], [-3.71849, 0.33271, 3.11205], [-4.26318, 1.99733, 2.95280], [-2.42885, 2.12034, 4.58373], [-2.00152, 2.91410, 3.07982], [-0.29352, 1.34370, 4.37187], [-0.19718, 1.55265, 2.63790], [-0.31476, -0.85802, 4.13556], [-1.96740, -0.82264, 3.51773], [-0.38652, -0.05029, 1.27470], [-0.76941, -1.80897, 1.55274], [1.68305, -0.56366, 3.15409], [1.09419, -3.24599, 3.07941], [1.53691, -3.19392, 1.30773], [1.68023, -0.10261, -1.69192], [0.23026, -0.51798, -0.76303], [1.36421, -1.81161, -1.09690], [-2.66006, -4.33995, 0.49130], [-0.93765, -4.27197, 0.87092], [-3.64102, -3.68063, 1.80709], [-2.84314, -3.75888, -0.40795], [-2.94272, -5.37539, 0.32884], [0.37830, -7.93445, -0.88369], [1.49693, -6.93079, 0.04586], [-1.23263, -7.21021, -0.97081], [0.76437, -8.04687, -1.89145], [0.29866, -8.90509, -0.40549], [-4.86388, 2.22470, 6.44326], [-5.70350, 0.72282, 6.84939], [-5.57471, 3.00211, 5.02518], [-4.93374, 2.90376, 7.28651], [-3.82401, 1.99844, 6.23239], [3.43836, -0.41836, -3.98082], [2.86879, 1.25208, -4.09410], [2.25777, -1.54363, -4.66209], [4.37103, -0.51282, -4.52677], [3.59283, -0.66483, -2.93371], [-1.53002, -1.14000, -3.88864], [-0.75870, -2.27213, -2.77656], [-2.24265, 0.21363, -3.00773], [-0.78165, -0.75778, -4.57680], [-2.31150, -1.65773, -4.43657], [-5.35700, 2.05067, -4.74912], [-4.72578, 1.94510, -3.10516], [-4.86946, 0.65327, -5.72034], [-6.44054, 2.08615, -4.70604], [-4.97418, 2.95285, -5.21535], [-4.41001, -4.39089, -5.05101], [-3.58597, -4.86864, -3.56270], [-5.03376, -2.73927, -4.94842], [-3.70518, -4.44775, -5.87408], [-5.23967, -5.06795, -5.22528], [5.66031, 1.12846, 2.08221], [6.37610, 2.11345, 3.37173], [6.80969, 0.87259, 0.75905], [5.37673, 0.16398, 2.48821], [4.78391, 1.63602, 1.69160], [4.12703, 4.81926, -4.99195], [2.39966, 4.50215, -4.79985], [4.68303, 4.41876, -6.62160], [4.31247, 5.87201, -4.80733], [4.67302, 4.21373, -4.27570], [-0.23652, 7.23606, -5.59313], [-0.89589, 7.61990, -7.18812], [-1.38339, 7.63468, -4.30777], [-0.01700, 6.17501, -5.54979], [0.67229, 7.80917, -5.44164], [4.68877, -4.87883, -3.62438], [3.36229, -5.09561, -4.77529], [5.10483, -3.17317, -3.41618], [4.38968, -5.28259, -2.66650], [5.56171, -5.40757, -3.99301], [-0.26222, -6.57567, 4.38839], [-0.77956, -4.89209, 4.32166], [-1.48760, -7.65970, 3.70849], [0.65372, -6.68355, 3.81584], [-0.08797, -6.84987, 5.42355], [-5.58087, 5.79506, -0.72722], [-4.95995, 5.71775, 0.92417], [-5.09731, 4.38911, -1.69328], [-6.66456, 5.83488, -0.68816], [-5.19481, 6.69334, -1.20057], [0.05950, 10.99172, -2.86420], [0.69410, 11.94449, -1.51731], [1.26798, 10.78488, -4.13799], [-0.23103, 10.01318, -2.49661], [-0.80192, 11.50314, -3.28012], [7.78335, -6.08458, -1.15293], [6.05780, -6.39234, -0.93548], [8.32437, -6.54561, -2.77304], [7.96940, -5.02521, -1.00961], [8.33698, -6.66235, -0.42068], [-4.28604, 9.20132, 2.48336], [-6.01165, 8.96541, 2.78800], [-3.84690, 8.73674, 0.83663], [-4.04623, 10.24943, 2.62656], [-3.72047, 8.59166, 3.18049], [10.74046, 0.79657, 1.57167], [11.47160, 1.78085, 2.84566], [11.86968, 0.53149, 0.23495], [10.45853, -0.16400, 1.98851], [9.86155, 1.30736, 1.19299], [-4.24926, -9.31977, 5.88043], [-4.10564, -9.49825, 7.63408], [-5.85709, -8.74851, 5.41953], [-3.50984, -8.60241, 5.53879], [-4.07317, -10.28367, 5.41481]],
  "mulliken_charge": [-0.693, -0.100, -0.162, -0.152, -0.696, -0.803, 0.210, 1.111, -0.334, -0.001, 0.067, -0.335, 1.442, -0.704, -0.732, -0.829, 0.243, 0.359, -0.086, 0.428, -0.197, 0.305, 0.034, -0.177, 0.136, 0.443, 0.308, 0.407, 0.380, -0.035, -0.823, -0.289, -0.292, -0.035, 0.037, 0.170, 0.351, -0.378, 0.209, -0.172, 0.117, 0.293, -0.411, -0.118, -0.112, 0.309, 0.298, -0.067, -0.181, -0.130, 0.346, 0.043, -0.362, -0.109, -0.098, 0.429, 0.136, -0.251, -0.036, -0.034, 0.279, 0.034, -0.397, -0.047, -0.152, 0.313, 0.287, -0.408, -0.053, -0.120, 0.264, 0.331, 0.373, -0.222, -0.206, -0.066, 0.098, -0.257, -0.132, -0.160, 0.300, 0.268, 0.034, -0.168, -0.144, 0.091, 0.180, -0.002, -0.181, -0.094, 0.028, 0.250, -0.332, -0.056, -0.184, 0.209, 0.354, -0.383, -0.125, -0.053, 0.309, 0.247, -0.140, -0.166, -0.159, 0.182, 0.278, -0.307, -0.094, -0.168, 0.271, 0.317, -0.305, -0.149, -0.123, 0.312, 0.268, -0.023, -0.162, -0.171, 0.253, 0.104, 0.089, -0.164, -0.157, -0.032, 0.261]
}


Record 2
{
  "formula": "C2H3N3O",
  "method": "ωB97M-V with the def2-TZVPD basis set",
  "multiplicity": 1,
  "homo_ha": -0.36266,
  "relative_energy_kj_mol": 256.8,
  "total_charge": 0,
  "orbital_gap_ev": 10.407,
  "species": ["C", "C", "H", "H", "H", "N", "N", "N", "O"],
  "coordinates": [[1.10128, 0.09168, -0.03514], [-0.55565, -1.02884, -0.20126], [-1.38539, -1.81954, 0.02465], [-1.74281, 0.75831, -0.34531], [0.40067, 1.70241, 0.39123], [0.68686, -1.30719, -0.23224], [-1.02544, 0.24790, 0.17966], [0.23500, 0.98038, -0.15151], [2.28548, 0.37488, 0.36992]],
  "mulliken_charge": [0.474, 0.052, 0.284, 0.289, 0.240, -0.351, -0.273, -0.077, -0.639]
}


Record 3
{
  "formula": "C7H13N",
  "method": "ωB97M-V with the def2-TZVPD basis set",
  "multiplicity": 1,
  "homo_ha": -0.31428,
  "smiles": "C=CC(=C)CCCN",
  "relative_energy_kj_mol": 339.7,
  "total_charge": 0,
  "orbital_gap_ev": 9.298,
  "species": ["C", "C", "C", "C", "C", "C", "C", "N", "H", "H", "H", "H", "H", "H", "H", "H", "H", "H", "H", "H", "H"],
  "coordinates": [[1.56920, -2.18723, -0.46877], [1.76071, -1.01931, 0.16292], [0.79019, -0.32443, 0.90296], [1.03088, 0.57056, 1.86315], [-0.60900, -0.42369, 0.43090], [-0.91234, -0.28930, -1.11458], [-0.91486, 1.21748, -1.16938], [-1.56773, 2.01587, -0.10986], [0.74671, -2.86242, -0.17725], [2.37061, -2.54248, -1.14714], [2.80654, -0.49949, -0.05261], [0.29330, 1.06526, 2.47084], [1.97298, 0.61593, 2.23272], [-1.40807, 0.24580, 1.06919], [-1.06628, -1.38568, 0.70460], [-1.81185, -0.67477, -1.43348], [-0.07231, -0.55939, -1.61301], [0.12429, 1.55500, -1.21757], [-1.52592, 1.39842, -2.04171], [-1.05322, 2.14018, 0.82240], [-2.52383, 1.94367, -0.11433]],
  "mulliken_charge": [-0.747, -0.086, 0.961, -1.411, -1.077, -0.805, -0.633, -0.564, 0.267, 0.259, 0.163, 0.315, 0.425, 0.480, 0.341, 0.508, 0.395, 0.352, 0.405, 0.274, 0.178]
}


Record 4
{
  "formula": "C4H5LiMgO3",
  "method": "ωB97M-V with the def2-TZVPD basis set",
  "multiplicity": 2,
  "homo_ha": [-0.39872, -0.45665],
  "relative_energy_kj_mol": 693.5,
  "total_charge": 1,
  "orbital_gap_ev": [5.331, 6.988],
  "species": ["O", "Li", "O", "C", "C", "H", "H", "H", "O", "C", "C", "Mg", "H", "H"],
  "coordinates": [[-1.56371, -0.45644, -1.17497], [-1.27773, -2.21510, 0.16555], [-2.61155, -1.27732, -0.63257], [-1.35869, 0.64836, -0.41106], [-0.04580, 1.13725, -0.06503], [0.03234, 2.22829, 0.12464], [-2.27043, 1.23478, -0.57524], [-1.29927, 1.41741, 0.71571], [2.73737, -0.18118, -0.53163], [2.04402, -0.96133, 0.23731], [0.77796, -0.59447, 0.65456], [2.06306, 1.61494, -0.68266], [0.25533, -0.69934, 1.60480], [2.51711, -1.89585, 0.57058]],
  "mulliken_charge": [-0.137, 0.906, -0.740, -0.067, -0.631, 0.490, 0.358, 0.305, -0.598, 0.300, -0.933, 0.704, 0.656, 0.387]
}


no.,calculated total energy (eV)
1,-500921.2275
2,-8637.8331
3,-8956.4121
4,-16005.1180